Density functional theory data (ωB97M-V/def2-TZVPD) for C11H15F2GaO9PS as an isolated structure in a non-equilibrium geometry.

```
40
Properties=species:S:1:pos:R:3:lowdin_charge:R:1
C -3.14360 0.73427 0.63202 0.01
C -2.35562 0.98212 2.02098 -0.37
O -2.41200 2.15142 2.47530 0.06
O -1.65421 -0.05194 2.70560 0.03
C -0.26040 -0.06056 2.36223 -0.41
O 0.56945 -0.05820 3.31244 0.04
C 0.32965 -0.12639 0.89512 -0.13
Ga 1.05874 1.65449 0.16633 0.37
O -0.26124 2.40065 -0.95624 -0.29
C 1.82347 2.92711 1.58002 -0.27
P 0.64255 4.28294 2.14178 0.58
O 1.35558 5.66443 2.13403 -0.40
O -0.73518 4.45727 1.16788 -0.22
O 0.23652 4.00996 3.79744 -0.19
S 2.86676 1.10818 -1.24253 0.70
O 3.93755 2.18443 -1.16981 -0.42
O 3.37368 -0.26251 -0.89377 -0.42
F 2.33060 1.04139 -2.85201 -0.32
H -2.89582 1.52906 -0.14379 0.09
H -2.86943 -0.32614 0.30788 0.07
H -4.27043 0.80640 0.85758 0.09
H -0.39253 -0.57526 0.11865 0.05
H 1.22060 -0.85437 0.93507 0.09
H -0.39548 1.71805 -1.65974 0.00
H 2.29744 2.36589 2.47032 0.06
H 2.71016 3.47563 1.08161 0.05
H -0.48850 4.92682 0.33385 0.09
H -0.59090 3.47226 3.76232 0.05
F 0.87146 -1.83810 -1.23978 0.05
C 0.35419 -2.97789 -1.71431 -0.27
C 1.02034 -3.65993 -2.72030 -0.01
C 0.48571 -4.84687 -3.21005 -0.09
C -0.71440 -5.33269 -2.69576 -0.11
C -1.37694 -4.63655 -1.68904 -0.09
C -0.83751 -3.45520 -1.19093 -0.01
H 1.94848 -3.26199 -3.11339 0.12
H 1.00269 -5.39270 -3.99190 0.10
H -1.13292 -6.25679 -3.08176 0.10
H -2.31342 -5.01396 -1.29231 0.10
H -1.33508 -2.90473 -0.40101 0.11
```

Results
Total energy (Eh): -3969.5408
ΔE to the lowest compared entry with this formula, charge and spin (kcal per mole): 67.4
Charge: -1
Multiplicity: 1
Largest force on an atom (eV/A): 5.1


Density functional theory data (ωB97M-V/def2-TZVPD) for a single C4H8N2O molecule.

```
15
Properties=species:S:1:pos:R:3:lowdin_charge:R:1
C -0.15196 1.37984 0.77179 -0.04
C 0.12043 0.01547 0.18883 -0.42
C 1.45276 -0.26249 -0.41573 -0.13
N 1.15051 -0.88028 0.84960 0.06
C -1.17061 -0.47275 -1.04722 -0.52
O -1.28291 0.31202 -1.93471 0.12
N -1.60625 -1.56713 -0.49363 0.10
H 0.77349 1.84734 1.13281 0.08
H -0.58345 2.03376 0.00697 0.08
H -0.85388 1.32118 1.61000 0.09
H 1.53455 -0.94584 -1.25726 0.12
H 2.14299 0.58056 -0.44052 0.12
H 1.55490 -0.35119 1.62049 0.10
H -0.71225 -0.96073 0.37785 0.16
H -2.36834 -2.04974 -0.96926 0.08
```

Results
Total energy (Eh): -341.8185
ΔE to the lowest compared entry with this formula, charge and spin (kcal per mole): 116.2
Multiplicity: 1
Largest force on an atom (eV/A): 0.7


Density functional theory data (ωB97M-V/def2-TZVPD) for a single C18H28N2O4S molecule in a non-equilibrium geometry.

```
53
Properties=species:S:1:pos:R:3:lowdin_charge:R:1
C 4.43697 1.92472 0.44485 -0.07
O 3.98706 0.93646 -0.45475 -0.07
C 2.73496 1.02824 -0.95356 -0.28
C 1.84371 2.06709 -0.68783 -0.01
C 0.57072 2.04331 -1.23544 -0.06
C 0.18978 0.99674 -2.04725 -0.29
S -1.44001 0.90332 -2.76426 0.66
O -2.09634 -0.27659 -2.26224 -0.30
O -1.31616 1.05661 -4.18488 -0.28
N -2.22455 2.23455 -2.13735 -0.13
C -3.44617 2.05974 -1.37105 -0.23
C -3.27344 2.49353 0.08309 -0.08
C -2.39251 1.65317 1.00920 -0.50
O -2.08742 2.09615 2.10284 0.05
N -2.04765 0.42197 0.60427 0.12
C -1.33649 -0.48686 1.49669 -0.29
C -1.60908 -1.92487 1.05436 -0.12
C -0.77719 -2.37588 -0.15243 -0.19
C 0.15242 -3.55164 0.15056 -0.20
C 1.00641 -3.41814 1.41484 -0.21
C 1.77362 -2.10014 1.56560 -0.19
C 1.06191 -1.00250 2.36991 -0.17
C 0.14242 -0.07698 1.56896 -0.14
C 1.07082 -0.03364 -2.33591 -0.06
C 2.33672 -0.02130 -1.79194 0.01
H 5.44119 1.62045 0.73445 0.10
H 4.48038 2.90942 -0.02991 0.10
H 3.80139 1.97311 1.33375 0.10
H 2.12173 2.88825 -0.04794 0.11
H -0.13118 2.83098 -1.01613 0.11
H -2.23513 2.98953 -2.80137 0.11
H -4.25039 2.64958 -1.82049 0.13
H -3.73315 1.00717 -1.43096 0.11
H -4.25857 2.51076 0.55738 0.13
H -2.88705 3.51441 0.12051 0.12
H -2.18214 0.10676 -0.34738 0.08
H -1.76980 -0.33384 2.49412 0.15
H -1.42389 -2.58651 1.89853 0.11
H -2.67381 -1.99845 0.82490 0.12
H -0.18559 -1.54187 -0.52335 0.08
H -1.43713 -2.66464 -0.97146 0.11
H 0.81524 -3.68627 -0.70783 0.11
H -0.44225 -4.46397 0.24698 0.11
H 0.39057 -3.57074 2.30286 0.10
H 1.72725 -4.23994 1.39599 0.10
H 2.04606 -1.71501 0.58142 0.10
H 2.70663 -2.32465 2.08912 0.10
H 0.50756 -1.45045 3.19626 0.11
H 1.83965 -0.37669 2.81499 0.10
H 0.53790 0.03915 0.56086 0.08
H 0.14776 0.91294 2.03028 0.11
H 0.74430 -0.83445 -2.98007 0.13
H 3.04196 -0.81212 -1.99177 0.13
```

Results
Total energy (Eh): -1511.3556
ΔE to the lowest compared entry with this formula, charge and spin (kcal per mole): 9.2
Multiplicity: 1
SMILES string: COc1ccc(S(=O)(=O)NCCC(=O)NC2CCCCCCC2)cc1
Largest force on an atom (eV/A): 1.0


Density functional theory data (ωB97M-V/def2-TZVPD) for a single C5H13NO molecule in a non-equilibrium geometry.

```
20
Properties=species:S:1:pos:R:3:lowdin_charge:R:1
N -2.81504 -1.40731 -0.11649 0.00
C -1.41500 -1.85266 -0.13988 -0.31
C -0.45145 -0.65302 -0.36959 -0.20
C -0.44706 0.51941 0.64817 -0.19
C 0.97325 0.92483 1.03093 -0.20
C 2.12007 0.89552 0.04664 -0.29
O 1.93470 1.69313 -1.12114 -0.07
H -2.88424 -0.80033 0.70086 0.06
H -3.34997 -2.24754 0.10638 0.06
H -1.12655 -2.48244 -0.97744 0.10
H -1.10253 -2.38898 0.74644 0.10
H -0.76965 -0.33586 -1.36779 0.11
H 0.54559 -1.07696 -0.38543 0.09
H -1.02895 0.12865 1.48416 0.10
H -0.91788 1.40273 0.23012 0.11
H 1.34217 0.10079 1.65935 0.12
H 0.97146 1.80169 1.67159 0.11
H 2.36056 -0.11734 -0.30690 0.10
H 2.99901 1.21782 0.62700 0.12
H 2.74515 2.05950 -1.48476 0.08
```

Results
Total energy (Eh): -328.2627
ΔE to the lowest compared entry with this formula, charge and spin (kcal per mole): 35.2
Multiplicity: 1
SMILES string: NCCCCCO
Largest force on an atom (eV/A): 1.9


Density functional theory data (ωB97M-V/def2-TZVPD) for a 2-piece molecular cluster, CH7N2O overall.

```
11
Properties=species:S:1:pos:R:3:lowdin_charge:R:1
N 1.55628 0.84452 -0.66477 0.00
H 2.52396 0.62325 -0.37950 0.04
H 0.90413 0.48043 0.10228 0.03
H 1.48678 1.86763 -0.81937 0.03
H 1.27577 0.35653 -1.55925 0.00
C -1.06474 -0.39516 1.08420 -0.43
N -1.52124 -0.94142 -0.05445 0.12
O 0.11822 -0.23772 1.35303 -0.09
H -1.85144 -0.05065 1.76321 0.13
H -2.51270 -1.08704 -0.15324 0.10
H -0.91504 -1.46036 -0.67214 0.08
```

Results
Total energy (Eh): -226.9531
ΔE to the lowest compared entry with this formula, charge and spin (kcal per mole): 13.4
Multiplicity: 2
Largest force on an atom (eV/A): 0.9


Density functional theory data (ωB97M-V/def2-TZVPD) for a 3-piece molecular cluster, C3H7IO2S overall in a non-equilibrium geometry.

```
14
Properties=species:S:1:pos:R:3:lowdin_charge:R:1
C -0.06477 -2.24938 -1.05075 -0.30
C -0.61052 1.33962 1.14491 -0.20
C -1.28009 0.87591 0.10869 -0.01
O 1.57476 -0.78173 0.24496 -0.64
O -1.22897 1.78898 2.38570 -0.02
S 0.87165 -2.05858 0.26128 0.88
I 3.46773 1.31098 -1.81603 0.35
H 0.10908 -1.53783 -1.85915 0.03
H -0.72679 -3.13033 -1.15604 0.04
H 2.88781 0.08941 -0.86843 -0.35
H 0.38112 1.62464 1.03586 0.08
H -0.87128 0.45631 -0.77068 0.02
H -2.38851 0.62651 0.16021 0.09
H -2.12122 1.64551 2.17948 0.04
```

Results
Total energy (Eh): -964.7576
ΔE to the lowest compared entry with this formula, charge and spin (kcal per mole): 54.4
Multiplicity: 1
Largest force on an atom (eV/A): 4.0


Density functional theory data (ωB97M-V/def2-TZVPD) for a single C5H8N2 molecule in a non-equilibrium geometry.

```
15
Properties=species:S:1:pos:R:3:lowdin_charge:R:1
N -1.07611 1.70104 0.34201 0.04
C -0.83598 0.27552 0.43128 -0.48
C -2.06145 -0.57362 0.43996 -0.18
N -3.02147 -1.22002 0.43759 0.16
C -0.15087 -0.23537 -0.82628 0.03
C 0.89881 -1.19323 -0.49059 -0.26
C 1.88783 0.02076 -0.34177 -0.08
H -1.71545 2.01685 1.06484 0.08
H -1.47731 1.91435 -0.56652 0.08
H -0.30449 0.06288 1.37504 0.14
H 1.45313 0.95364 -0.74533 0.08
H 0.83363 -1.74569 0.45677 0.11
H 1.20324 -1.85047 -1.30585 0.10
H 2.79359 -0.16469 -0.92070 0.09
H 2.11817 0.20044 0.70959 0.09
```

Results
Total energy (Eh): -304.6830
ΔE to the lowest compared entry with this formula, charge and spin (kcal per mole): 95.7
Multiplicity: 1
Largest force on an atom (eV/A): 1.1


Density functional theory data (ωB97M-V/def2-TZVPD) for a single C4H8N4O2 molecule in a non-equilibrium geometry.

```
18
Properties=species:S:1:pos:R:3:lowdin_charge:R:1
O 1.02996 -2.29757 2.00849 -0.08
N 1.08964 -2.14581 0.75631 -0.01
N 0.98452 -0.84441 0.37171 -0.16
C 0.63235 0.24396 1.19592 -0.06
C -0.88233 0.58277 0.96385 -0.07
N -1.09235 0.84272 -0.41115 -0.15
N -0.97555 2.09805 -1.01609 0.01
O -0.86451 2.97333 -0.12724 -0.07
C -0.70072 -0.27171 -1.34315 -0.13
C 0.76180 -0.64301 -1.10164 -0.15
H 0.72825 -0.06996 2.00388 -0.02
H 1.47203 1.02411 0.79923 0.21
H -1.37162 -0.17838 1.21718 0.08
H -1.03877 1.28924 1.44874 0.01
H -0.88250 0.23734 -2.47839 0.18
H -1.41443 -1.20033 -0.96305 0.17
H 1.12714 -1.64383 -1.75024 0.18
H 1.39710 0.00348 -1.57437 0.07
```

Results
Total energy (Eh): -526.3902
ΔE to the lowest compared entry with this formula, charge and spin (kcal per mole): 214.4
Multiplicity: 1
SMILES string: O=NN1CCN(N=O)CC1
Largest force on an atom (eV/A): 14.6